The following is a quantum chemistry calculation of a 8-piece molecular cluster, C58H51BF3N4O16S overall in a non-equilibrium geometry, from the Open Molecules 2025 dataset.

Last columns: bonded neighbours and bond lengths (Å).
Cartesian coordinates (Å):
1 C -2.8043 1.5507 3.4857  C2 1.328, H28 1.161
2 C -1.9364 1.9374 2.5582  C1 1.328, C3 1.626
3 C -0.7835 2.3240 1.4792  C2 1.626, N4 1.527, C10 1.640, H29 1.170
4 N -0.0657 3.6549 1.6899  C3 1.527, C5 1.340, H30 1.043
5 C 0.4965 3.9487 0.5097  N4 1.340, C6 1.641, H31 1.156
6 C 0.1710 2.8596 -0.6732  C5 1.641, B7 1.634, C10 1.614, H32 1.151
7 B 1.3990 1.9734 -1.2865  C6 1.634, N8 1.488, O9 1.478
8 N 2.1316 0.8722 -0.6057  B7 1.488, H33 1.032, H34 1.035
9 O 1.8615 2.3294 -2.6443  B7 1.478, H35 1.002
10 C -1.1647 2.1518 -0.1069  C3 1.640, C6 1.614, C11 1.613, C24 1.642
11 C -2.6223 2.7458 -0.4597  C10 1.613, C12 1.609, H36 1.168, H37 1.161
12 C -2.6822 4.3203 -0.7867  C11 1.609, C13 1.647, H38 1.168, H39 1.148
13 C -3.6688 5.1354 0.2497  C12 1.647, C14 1.624, H40 1.166, H41 1.150
14 C -3.0716 6.6035 0.6061  C13 1.624, C15 1.621, H42 1.164, H43 1.169
15 C -2.4542 6.6541 2.1045  C14 1.621, C16 1.615, H44 1.166, H45 1.161
16 C -0.9952 7.3435 2.0433  C15 1.615, C17 1.623, H46 1.151, H47 1.157
17 C -0.2374 7.3577 3.4789  C16 1.623, S18 1.869, H48 1.164, H49 1.167
18 S 1.4106 6.4754 3.4593  C17 1.869, C19 1.849
19 C 1.5627 5.3200 4.8953  S18 1.849, N20 1.474, O23 1.435
20 N 0.6377 5.0339 6.0064  C19 1.474, N21 1.380
21 N 1.3225 4.1209 6.7831  N20 1.380, C22 1.447
22 C 2.6167 3.7855 6.2306  N21 1.447, O23 1.455, H50 1.147
23 O 2.7683 4.5498 5.0023  C19 1.435, C22 1.455
24 C -1.3965 0.5551 -0.4097  C10 1.642, F25 1.460, F26 1.434, F27 1.460
25 F -2.7177 0.1316 0.0447  C24 1.460
26 F -0.4658 -0.2969 0.2718  C24 1.434
27 F -1.4058 0.2757 -1.8425  C24 1.460
28 H -3.2101 0.9321 4.3810  C1 1.161
29 H 0.0586 1.5921 1.8323  C3 1.170
30 H 0.0125 4.2191 2.5638  N4 1.043
31 H 1.1619 4.8532 0.2336  C5 1.156
32 H -0.1807 3.4692 -1.5841  C6 1.151
33 H 1.9831 0.8527 0.4157  N8 1.032
34 H 3.1331 0.8392 -0.8632  N8 1.035
35 H 2.4652 3.1086 -2.4642  O9 1.002
36 H -2.9924 2.1881 -1.4170  C11 1.168
37 H -3.4355 2.5329 0.3408  C11 1.161
38 H -3.1931 4.4454 -1.8298  C12 1.168
39 H -1.6730 4.8616 -0.8645  C12 1.148
40 H -4.6752 5.3240 -0.3084  C13 1.166
41 H -3.9200 4.4911 1.1690  C13 1.150
42 H -3.9447 7.3632 0.4815  C14 1.164
43 H -2.2464 6.9362 -0.1521  C14 1.169
44 H -3.1340 7.3749 2.7192  C15 1.166
45 H -2.4609 5.6141 2.6197  C15 1.161
46 H -0.3644 6.8229 1.2340  C16 1.151
47 H -1.1530 8.4435 1.7209  C16 1.157
48 H -0.0010 8.4717 3.7181  C17 1.164
49 H -0.9264 6.9988 4.3496  C17 1.167
50 H 3.4446 3.0793 6.5917  C22 1.147
51 C 0.8553 -4.7040 -4.0185  C52 1.334, C57 1.478, H59 1.083
52 C 1.9746 -3.9869 -4.1364  C51 1.334, C53 1.477, H60 1.083
53 C 2.2146 -2.7978 -3.2929  C52 1.477, O54 1.219, C55 1.477
54 O 3.2357 -2.1404 -3.4008  C53 1.219
55 C 1.1696 -2.4344 -2.3139  C53 1.477, C56 1.334, H61 1.083
56 C 0.0508 -3.1508 -2.1960  C55 1.334, C57 1.478, H62 1.083
57 C -0.1902 -4.3402 -3.0390  C51 1.478, C56 1.478, O58 1.219
58 O -1.2114 -4.9961 -2.9296  C57 1.219
59 H 0.6625 -5.5777 -4.6286  C51 1.083
60 H 2.7510 -4.2398 -4.8484  C52 1.083
61 H 1.3627 -1.5608 -1.7038  C55 1.083
62 H -0.7252 -2.8973 -1.4838  C56 1.083
63 C -6.7419 -2.3882 4.9005  C64 1.334, C69 1.478, H71 1.083
64 C -6.3523 -1.1450 5.1864  C63 1.334, C65 1.478, H72 1.083
65 C -5.7285 -0.2827 4.1613  C64 1.478, O66 1.221, C67 1.477
66 O -5.3695 0.8551 4.4228  C65 1.221
67 C -5.5546 -0.8493 2.8084  C65 1.477, C68 1.334, H73 1.083
68 C -5.9441 -2.0925 2.5220  C67 1.334, C69 1.477, H74 1.082
69 C -6.5677 -2.9550 3.5465  C63 1.478, C68 1.477, O70 1.218
70 O -6.9253 -4.0899 3.2851  C69 1.218
71 H -7.1999 -3.0342 5.6391  C63 1.083
72 H -6.4732 -0.7141 6.1729  C64 1.083
73 H -5.0969 -0.2033 2.0697  C67 1.083
74 H -5.8232 -2.5228 1.5365  C68 1.082
75 C 0.2045 -2.7873 5.6163  C76 1.334, C81 1.478, H83 1.083
76 C 0.3544 -1.8449 4.6837  C75 1.334, C77 1.477, H84 1.083
77 C 0.5867 -0.4329 5.0515  C76 1.477, O78 1.220, C79 1.478
78 O 0.7219 0.4298 4.1992  C77 1.220
79 C 0.6482 -0.1046 6.4908  C77 1.478, C80 1.334, H85 1.083
80 C 0.4983 -1.0467 7.4238  C79 1.334, C81 1.478, H86 1.083
81 C 0.2659 -2.4594 7.0564  C75 1.478, C80 1.478, O82 1.217
82 O 0.1311 -3.3195 7.9064  C81 1.217
83 H 0.0329 -3.8266 5.3645  C75 1.083
84 H 0.3128 -2.0686 3.6246  C76 1.083
85 H 0.8198 0.9350 6.7421  C79 1.083
86 H 0.5399 -0.8228 8.4827  C80 1.083
87 C 5.2348 -0.9119 -5.0278  C88 1.335, C93 1.478, H95 1.084
88 C 5.6216 0.3320 -4.7379  C87 1.335, C89 1.477, H96 1.083
89 C 6.2427 1.2000 -5.7593  C88 1.477, O90 1.221, C91 1.478
90 O 6.5984 2.3370 -5.4936  C89 1.221
91 C 6.4177 0.6381 -7.1152  C89 1.478, C92 1.334, H97 1.083
92 C 6.0311 -0.6055 -7.4059  C91 1.334, C93 1.478, H98 1.083
93 C 5.4096 -1.4736 -6.3838  C87 1.478, C92 1.478, O94 1.218
94 O 5.0543 -2.6085 -6.6486  C93 1.218
95 H 4.7779 -1.5624 -4.2902  C87 1.084
96 H 5.5000 0.7590 -3.7498  C88 1.083
97 H 6.8739 1.2880 -7.8519  C91 1.083
98 H 6.1528 -1.0323 -8.3940  C92 1.083
99 C 0.0068 -6.6104 -0.4901  C100 1.335, C105 1.478, H107 1.083
100 C 0.1061 -7.4055 -1.5573  C99 1.335, C101 1.478, H108 1.083
101 C 0.5743 -8.8017 -1.4321  C100 1.478, O102 1.218, C103 1.478
102 O 0.6672 -9.5271 -2.4055  C101 1.218
103 C 0.9264 -9.2832 -0.0797  C101 1.478, C104 1.334, H109 1.083
104 C 0.8269 -8.4881 0.9873  C103 1.334, C105 1.478, H110 1.083
105 C 0.3587 -7.0921 0.8620  C99 1.478, C104 1.478, O106 1.219
106 O 0.2657 -6.3654 1.8364  C105 1.219
107 H -0.3336 -5.5853 -0.5636  C99 1.083
108 H -0.1485 -7.0686 -2.5541  C100 1.083
109 H 1.2668 -10.3086 -0.0058  C103 1.083
110 H 1.0814 -8.8251 1.9846  C104 1.083
111 C 11.8706 -0.6059 -4.8432  C112 1.334, C117 1.478, H119 1.083
112 C 12.0354 0.2147 -5.8825  C111 1.334, C113 1.478, H120 1.083
113 C 10.9571 1.1269 -6.3174  C112 1.478, O114 1.218, C115 1.478
114 O 11.1056 1.8748 -7.2670  C113 1.218
115 C 9.6906 1.0962 -5.5560  C113 1.478, C116 1.334, H121 1.083
116 C 9.5261 0.2757 -4.5169  C115 1.334, C117 1.478, H122 1.083
117 C 10.6041 -0.6365 -4.0818  C111 1.478, C116 1.478, O118 1.218
118 O 10.4550 -1.3845 -3.1318  C117 1.218
119 H 12.6495 -1.2811 -4.5115  C111 1.083
120 H 12.9570 0.2499 -6.4502  C112 1.083
121 H 8.9114 1.7713 -5.8871  C115 1.083
122 H 8.6042 0.2405 -3.9489  C116 1.083
123 C -9.9966 -1.3289 -1.7305  C124 1.334, C129 1.478, H131 1.083
124 C -9.0855 -0.6752 -1.0077  C123 1.334, C125 1.478, H132 1.083
125 C -8.2688 -1.3717 0.0080  C124 1.478, O126 1.221, C127 1.478
126 O -7.4364 -0.7729 0.6709  C125 1.221
127 C -8.4995 -2.8205 0.1909  C125 1.478, C128 1.334, H133 1.083
128 C -9.4107 -3.4742 -0.5320  C127 1.334, C129 1.478, H134 1.083
129 C -10.2273 -2.7774 -1.5478  C123 1.478, C128 1.478, O130 1.217
130 O -11.0573 -3.3733 -2.2091  C129 1.217
131 H -10.6039 -0.8340 -2.4782  C123 1.083
132 H -8.9039 0.3856 -1.1298  C124 1.083
133 H -7.8926 -3.3161 0.9386  C127 1.083
134 H -9.5924 -4.5349 -0.4099  C128 1.083

As for the multiplicity: 1. Its charge is +1. Its HOMO energy is -11.39 eV.

Löwdin population analysis, charges in e, atoms 1 to 5: C 0.131; C -0.017; C -0.164; N 0.165; C 0.094